Record 1
ORCA calculation (the ωB97M-V functional and the def2-TZVPD basis) on the ion C3H7N4O2 with charge +1 in a non-equilibrium geometry.

Atoms and positions in Å:
O  1.982  2.280  -0.214
O  1.804  -2.308  0.004
N  -2.132  -0.361  -0.013
N  -0.866  -0.198  -0.502
N  1.895  -0.018  0.098
N  -0.122  -1.254  -0.060
C  -0.084  1.239  0.291
C  1.383  1.262  -0.006
C  1.258  -1.244  -0.045
H  -2.841  0.440  -0.257
H  -0.709  2.067  -0.040
H  -0.551  1.056  1.340
H  -0.552  -2.186  0.002
H  -2.277  -0.501  1.094
H  2.916  -0.139  -0.147
H  -1.104  -0.135  -1.547

Results
- spin multiplicity = 3
- Kohn-Sham gap (alpha / beta) (eV) = 7.608 / 6.404
- net charge = +1
- <S²> = 2.010
- HOMO level (alpha / beta) (eV) = -11.19 / -14.90

Record 2
ORCA calculation (the ωB97M-V functional and the def2-TZVPD basis) on a structure of composition C3H7N5 in a non-equilibrium geometry.

Atoms and positions in Å:
N  2.490  -0.408  0.560
N  -0.976  1.236  0.281
N  0.349  -0.678  -0.332
N  -0.795  -1.484  -0.757
N  -0.824  2.400  1.005
C  1.314  -1.239  0.407
C  0.141  0.523  0.329
C  -1.597  -0.824  -1.721
H  -1.720  3.098  0.753
H  0.032  2.887  0.867
H  0.773  -2.626  1.092
H  -1.643  0.519  -2.186
H  -2.295  -1.564  -2.078
H  2.875  -1.474  1.473
H  1.128  0.938  0.685

Results
- spin multiplicity = 1
- energy relative to the best compared isomer or geometry (same formula, charge and spin) (kJ/mol) = 1087.26
- Kohn-Sham gap (eV) = 8.206
- net charge = 0
- HOMO level (eV) = -8.13

Record 3
ORCA calculation (the ωB97M-V functional and the def2-TZVPD basis) on a structure of composition C3H7N5 in a non-equilibrium geometry.

Atoms and positions in Å:
N  0.392  -1.019  -2.329
N  -1.043  -0.438  0.451
N  -0.193  0.268  -0.254
N  0.878  0.723  0.755
N  2.100  0.669  0.183
C  -2.033  0.253  1.301
C  2.062  0.035  -0.941
C  0.634  -0.337  -1.235
H  1.284  -1.024  -2.949
H  0.503  1.703  0.974
H  -1.319  1.158  1.897
H  -3.172  0.569  0.484
H  -0.818  -1.307  0.943
H  3.086  -0.716  -1.397
H  -2.362  -0.537  2.116

Results
- spin multiplicity = 1
- energy relative to the best compared isomer or geometry (same formula, charge and spin) (kJ/mol) = 694.10
- Kohn-Sham gap (eV) = 9.105
- net charge = 0
- HOMO level (eV) = -8.70

Record 4
ORCA calculation (the ωB97M-V functional and the def2-TZVPD basis) on an isolated molecule of C3H7N5 in a non-equilibrium geometry.

Atoms and positions in Å:
N  1.415  2.938  0.749
N  -1.628  1.263  0.530
N  -0.573  -1.315  0.415
N  1.958  -1.745  -0.331
N  1.437  -0.514  -0.534
C  -0.311  1.155  -0.160
C  0.238  -0.297  -0.063
C  0.682  2.122  0.365
H  -2.315  0.697  0.044
H  -0.477  1.360  -1.225
H  -1.950  2.228  0.423
H  -1.562  -1.108  0.477
H  1.555  -2.237  0.466
H  1.907  -2.326  -1.166
H  -0.373  -2.221  0.011

Results
- spin multiplicity = 1
- energy relative to the best compared isomer or geometry (same formula, charge and spin) (kJ/mol) = 184.97
- Kohn-Sham gap (eV) = 8.706
- net charge = 0
- HOMO level (eV) = -8.35
- SMILES = N#C[C@H](N)/C(N)=N/N

Record 5
ORCA calculation (the ωB97M-V functional and the def2-TZVPD basis) on an isolated molecule of C3H7N5 in a non-equilibrium geometry.

Atoms and positions in Å:
N  -0.870  0.677  0.151
N  0.469  -1.644  -0.107
N  1.749  -1.072  -0.312
N  1.339  0.786  0.961
N  -2.196  0.825  0.424
C  0.012  0.757  1.137
C  -2.699  1.261  -0.779
C  2.155  -0.062  0.357
H  3.155  0.233  0.030
H  0.452  -2.691  -0.115
H  -1.915  1.435  -1.528
H  -3.771  1.576  -0.706
H  -0.073  -1.251  -0.777
H  -0.313  0.650  2.275
H  2.505  -1.480  -1.012

Results
- spin multiplicity = 1
- energy relative to the best compared isomer or geometry (same formula, charge and spin) (kJ/mol) = 467.87
- Kohn-Sham gap (eV) = 8.514
- net charge = 0
- HOMO level (eV) = -7.98
- SMILES = C=N/N=C/N=C\NN

Record 6
ORCA calculation (the ωB97M-V functional and the def2-TZVPD basis) on a cluster of 2 separate species, C3H7NO in total in a non-equilibrium geometry.

Atoms and positions in Å:
O  0.884  1.018  -1.483
N  -1.667  -2.173  -1.234
C  0.826  1.459  -0.298
C  -1.726  -1.185  -0.408
C  1.623  0.885  0.861
H  -2.354  -1.296  0.498
H  -1.373  -0.171  -0.587
H  2.677  1.288  0.886
H  1.775  -0.194  0.716
H  -1.929  -2.986  -0.671
H  0.115  2.294  -0.106
H  1.149  1.061  1.827

Results
- spin multiplicity = 2
- energy relative to the best compared isomer or geometry (same formula, charge and spin) (kJ/mol) = 135.39
- Kohn-Sham gap (alpha / beta) (eV) = 3.442 / 7.075
- net charge = -1
- <S²> = 0.753
- HOMO level (alpha / beta) (eV) = 0.71 / -3.00

Record 7
ORCA calculation (the ωB97M-V functional and the def2-TZVPD basis) on a cluster of 2 separate species, C3H7NO in total in a non-equilibrium geometry.

Atoms and positions in Å:
O  -0.861  1.187  -0.289
N  3.162  -0.406  1.304
C  -1.651  0.317  -0.015
C  -2.280  -0.595  -1.051
C  2.756  0.707  0.880
H  -1.562  -1.022  -1.749
H  2.942  -1.142  0.634
H  -1.699  -0.078  1.022
H  -2.984  -0.081  -1.710
H  2.929  1.635  1.423
H  -2.821  -1.355  -0.483
H  2.069  0.833  0.034

Results
- spin multiplicity = 1
- energy relative to the best compared isomer or geometry (same formula, charge and spin) (kJ/mol) = 221.03
- Kohn-Sham gap (eV) = 10.760
- net charge = 0
- HOMO level (eV) = -9.96
- SMILES = CC=O.C=N

Record 8
ORCA calculation (the ωB97M-V functional and the def2-TZVPD basis) on an isolated molecule of C3H7NO.

Atoms and positions in Å:
O  -0.077  -0.096  2.318
N  0.019  0.074  0.050
C  -0.394  0.466  1.287
C  0.837  -1.149  0.090
C  -0.500  0.774  -1.129
H  -1.132  1.603  -0.782
H  0.279  1.231  -1.753
H  0.209  -2.050  0.146
H  1.418  -1.149  1.022
H  -1.139  0.159  -1.778
H  1.531  -1.219  -0.750
H  -1.051  1.354  1.278

Results
- spin multiplicity = 1
- energy relative to the best compared isomer or geometry (same formula, charge and spin) (kJ/mol) = 81.97
- Kohn-Sham gap (eV) = 10.263
- net charge = 0
- HOMO level (eV) = -9.41
- SMILES = CN(C)C=O

| no. | M (g mol⁻¹) | total energy (Eh) |
| --- | --- | --- |
| 1 | 131.115 | -487.5094 |
| 2 | 113.124 | -391.8849 |
| 3 | 113.124 | -392.0347 |
| 4 | 113.124 | -392.2286 |
| 5 | 113.124 | -392.1208 |
| 6 | 73.095 | -248.4047 |
| 7 | 73.095 | -248.4423 |
| 8 | 73.095 | -248.4953 |